No. 1
Here is an isolated molecule of CH5N3O from the Open Molecules 2025 dataset. Energies are from ωB97M-V/def2-TZVPD.

```
! RIJCOSX wB97M-V def2-TZVPD def2/J DEFGRID3
* xyz 0 1
N -2.220 -0.102 -0.018
N -0.863 -0.466 -0.157
C -0.099 0.569 -0.033
N 1.299 0.577 -0.154
O 1.862 -0.639 0.231
H -2.749 -0.925 0.313
H -2.301 0.709 0.648
H -0.627 1.470 0.061
H 1.726 1.422 0.303
H 2.139 -1.043 -0.671
*
```

Properties
Kohn-Sham gap: 0.3341 Ha
ΔE to the lowest compared entry with this formula, charge and spin: 70.75 kcal/mol
SMILES: N/N=C/NO
HOMO: -8.111 eV

No. 2
Here is an isolated molecule of CH5N3O2 from the Open Molecules 2025 dataset. Energies are from ωB97M-V/def2-TZVPD.

```
! RIJCOSX wB97M-V def2-TZVPD def2/J DEFGRID3
* xyz 0 1
N -1.163 1.496 0.819
N -0.269 0.786 0.033
C -0.200 -0.569 0.285
O -0.793 -1.097 1.253
N 0.865 -1.244 -0.439
O 1.330 -0.387 -1.525
H -2.123 1.282 0.529
H -1.086 1.336 1.809
H 0.436 1.136 -0.574
H 1.802 -1.501 0.164
H 1.200 -1.238 -2.354
*
```

Properties
Kohn-Sham gap: 0.3795 Ha
ΔE to the lowest compared entry with this formula, charge and spin: 60.08 kcal/mol
SMILES: NNC(=O)NO
HOMO: -9.969 eV

No. 3
Here is a structure of composition CH5N3O2 from the Open Molecules 2025 dataset. Energies are from ωB97M-V/def2-TZVPD.

```
! RIJCOSX wB97M-V def2-TZVPD def2/J DEFGRID3
* xyz 0 1
C 0.577 0.253 -0.251
H -1.912 -1.551 -0.479
H -0.173 -0.940 -1.903
H 2.474 0.439 -1.430
H 0.662 1.410 1.134
H -1.241 0.161 1.978
N -0.398 -0.437 -0.865
N 1.842 0.646 -0.505
N 0.169 0.544 1.015
O -0.841 -1.254 0.090
O -1.160 0.730 1.216
*
```

Properties
Kohn-Sham gap: 0.3168 Ha
ΔE to the lowest compared entry with this formula, charge and spin: 138.57 kcal/mol
HOMO: -8.565 eV

No. 4
Here is a cluster of 2 separate species, CH5N3O4S in total from the Open Molecules 2025 dataset. Energies are from ωB97M-V/def2-TZVPD.

```
! RIJCOSX wB97M-V def2-TZVPD def2/J DEFGRID3
* xyz 0 1
C -0.446 0.036 0.643
N -0.653 2.197 0.221
N 0.921 -1.861 -0.176
N -1.647 -0.303 -0.063
O -2.724 -0.073 0.443
O -1.498 -0.903 -1.125
O 2.052 0.131 0.977
O 1.271 0.514 -1.316
S 1.115 -0.239 -0.086
H -0.257 0.213 1.770
H -0.517 2.217 -0.748
H 0.310 2.566 0.613
H 0.210 -2.299 -0.800
H 1.863 -2.197 -0.354
*
```

Properties
Kohn-Sham gap (alpha / beta): 0.3255 / 0.3216 Ha
ΔE to the lowest compared entry with this formula, charge and spin: 125.02 kcal/mol
HOMO (alpha / beta): -11.014 / -10.563 eV

No. 5
Here is a structure of composition CH5N3S from the Open Molecules 2025 dataset. Energies are from ωB97M-V/def2-TZVPD.

```
! RIJCOSX wB97M-V def2-TZVPD def2/J DEFGRID3
* xyz 0 1
C -0.823 0.115 -0.068
H -2.868 -0.508 -0.358
H -1.982 -1.923 -0.877
H -1.980 1.654 -0.276
H 0.188 -0.647 1.431
H 0.960 1.704 0.085
N -1.704 -0.836 0.090
N -1.180 1.359 0.052
N 0.270 -0.623 0.132
S 1.807 -0.017 -0.095
*
```

Properties
Kohn-Sham gap: 0.2994 Ha
ΔE to the lowest compared entry with this formula, charge and spin: 192.85 kcal/mol
HOMO: -8.577 eV

No. 6
Here is an isolated molecule of CH5N3S2 from the Open Molecules 2025 dataset. Energies are from ωB97M-V/def2-TZVPD.

```
! RIJCOSX wB97M-V def2-TZVPD def2/J DEFGRID3
* xyz 0 1
N -1.519 -1.108 -0.611
C -0.377 -0.577 -0.208
N 0.550 -1.379 0.459
S 1.209 -0.884 1.925
N -0.052 0.806 -0.414
S -0.480 1.795 -1.652
H -2.055 -0.337 -1.051
H 0.083 -2.329 0.413
H -0.032 -0.367 2.509
H 0.980 0.857 -0.010
H -1.233 2.837 -1.032
*
```

Properties
Kohn-Sham gap: 0.3603 Ha
ΔE to the lowest compared entry with this formula, charge and spin: 20.27 kcal/mol
SMILES: N=C(NS)NS
HOMO: -9.254 eV